No. 1
# C4H7NO2

A structure of composition C4H7NO2 (ωB97M-V/def2-TZVPD, the OMol25 dataset).

Last column: natural (NBO) charge in e.
CARTESIAN COORDINATES (ANGSTROEM)
C: -2.534 0.197 -0.253  -0.331
C: -0.741 -0.574 -0.037  0.398
N: -0.744 0.724 -0.025  -0.762
O: 0.360 -1.314 0.263  -0.513
C: 1.550 -0.630 0.660  -0.210
C: 2.177 0.139 -0.491  0.412
O: 2.573 1.276 -0.397  -0.512
H: -3.053 -0.609 0.263  0.205
H: -2.910 1.167 0.079  0.184
H: -2.599 0.088 -1.330  0.218
H: 0.038 1.346 0.237  0.369
H: 1.379 0.045 1.505  0.199
H: 2.241 -1.423 0.965  0.224
H: 2.263 -0.432 -1.439  0.120

* total charge: 0
* ΔE to the lowest compared entry with this formula, charge and spin: 148.0 kcal/mol
* E_LUMO: 0.6 eV
* E: -361.6450 Ha
* orbital gap: 8.71 eV
* F_max: 0.6 eV/Å

No. 2
# C4H7NO2

An isolated molecule of C4H7NO2 at a distorted geometry (ωB97M-V/def2-TZVPD, the OMol25 dataset).

Last column: natural (NBO) charge in e.
CARTESIAN COORDINATES (ANGSTROEM)
O: -0.643 -0.206 -1.905  -0.621
C: -1.337 -0.483 -0.871  0.371
C: -0.738 -1.114 0.486  -0.463
C: -0.503 0.729 0.591  -0.212
N: 0.963 0.783 0.535  -0.661
C: 1.716 0.365 -0.625  0.520
O: 2.856 -0.132 -0.536  -0.587
H: -2.369 -0.181 -0.656  0.135
H: 0.134 -1.859 0.348  0.251
H: -1.462 -1.492 1.209  0.214
H: -0.794 0.722 1.675  0.236
H: -0.815 1.496 -0.094  0.260
H: 1.499 0.463 1.436  0.398
H: 1.492 0.910 -1.591  0.159

* total charge: 0
* ΔE to the lowest compared entry with this formula, charge and spin: 107.6 kcal/mol
* E_LUMO: 0.6 eV
* E: -361.7095 Ha
* orbital gap: 9.80 eV
* SMILES: O=CCCNC=O
* F_max: 5.9 eV/Å

No. 3
# C4H7NO2

A structure of composition C4H7NO2 (ωB97M-V/def2-TZVPD, the OMol25 dataset).

Last column: natural (NBO) charge in e.
CARTESIAN COORDINATES (ANGSTROEM)
O: 2.138 0.196 0.861  -0.687
C: 0.757 0.160 1.023  -0.062
C: -0.063 1.209 0.351  -0.045
N: -1.140 0.608 -0.244  -0.418
C: -1.156 -0.725 -0.065  -0.256
C: 0.100 -1.139 0.505  0.474
O: 0.661 -2.218 0.612  -0.584
H: 2.395 -0.743 0.805  0.495
H: 0.467 0.194 2.096  0.211
H: 0.172 2.244 0.133  0.237
H: -0.196 0.281 -3.230  -0.003
H: -1.472 1.402 0.553  0.417
H: -0.717 -0.142 -2.910  0.000
H: -1.945 -1.328 -0.490  0.220

* total charge: 0
* ΔE to the lowest compared entry with this formula, charge and spin: 125.8 kcal/mol
* E_LUMO (alpha / beta): -0.4 / -0.4 eV
* E: -361.6805 Ha
* orbital gap (alpha / beta): 8.13 / 8.13 eV
* F_max: 0.4 eV/Å

No. 4
# C4H7NO2

An isolated molecule of C4H7NO2 (ωB97M-V/def2-TZVPD, the OMol25 dataset).

Last column: natural (NBO) charge in e.
CARTESIAN COORDINATES (ANGSTROEM)
H: 1.551 0.342 -1.772  0.353
N: 1.062 -0.272 -1.125  -0.722
C: 0.772 0.343 -0.056  0.573
C: 1.016 1.791 0.282  -0.702
O: 0.106 -0.287 0.944  -0.504
C: -0.578 -1.470 0.553  -0.194
C: -1.792 -1.053 -0.260  0.429
O: -2.426 -1.784 -0.974  -0.500
H: 2.084 2.012 0.351  0.236
H: 0.592 2.411 -0.514  0.235
H: 0.531 2.050 1.224  0.238
H: 0.054 -2.149 -0.024  0.235
H: -0.904 -1.953 1.479  0.219
H: -2.066 0.017 -0.106  0.104

* total charge: 0
* ΔE to the lowest compared entry with this formula, charge and spin: 34.4 kcal/mol
* E_LUMO: 0.8 eV
* E: -361.8260 Ha
* orbital gap: 10.71 eV
* SMILES: [H]/N=C(\C)OCC=O
* F_max: 0.5 eV/Å